(1)
The following is a DFT calculation (ωB97M-V with the def2-TZVPD basis set) of C8H12N2O4 in the gas phase.

## Properties
spin multiplicity = 1
SMILES = C[C@H]1C[C@](CC=O)(CON=O)C(=O)N1
HOMO-LUMO gap = 10.292 eV
HOMO energy = -10.170 eV
net charge = 0

Cartesian coordinates (Å):
N  0.665  -1.873  -3.322
C  0.093  1.112  2.534
O  0.890  -2.695  -2.494
C  2.034  1.310  -0.137
H  -2.048  1.023  -0.348
H  1.635  2.377  -0.328
C  -0.936  0.952  -0.037
C  -0.081  -0.272  -0.688
O  2.904  1.092  0.751
H  -1.333  -2.092  -1.374
H  -0.245  1.045  3.626
H  -1.928  -0.466  -1.871
H  -2.165  -0.937  1.267
C  1.452  0.077  -0.965
H  -0.585  2.014  -0.326
C  -0.202  -1.270  0.604
H  2.074  -0.841  -0.644
C  -0.953  -1.082  -1.782
C  -1.110  0.699  1.566
H  0.486  2.172  2.373
H  -2.044  1.284  1.904
H  1.609  0.225  -2.091
H  1.002  0.407  2.444
O  -0.416  -1.119  -3.117
O  0.397  -2.336  0.825
N  -1.194  -0.807  1.627

---

(2)
The following is a DFT calculation (ωB97M-V with the def2-TZVPD basis set) of a molecular structure, C34H33BCl4N10O2RuS.

## Properties
spin multiplicity = 2
HOMO-LUMO gap (spin up / spin down) = 5.488 / 5.428 eV
HOMO energy (spin up / spin down) = -3.793 / -3.739 eV
net charge = -1

Cartesian coordinates (Å):
C  -0.224  0.315  -3.638
C  0.411  2.821  0.321
N  1.800  -0.372  -1.993
C  -3.798  -0.852  1.556
C  3.623  1.248  -3.266
N  -0.130  -2.411  0.653
C  -0.369  -0.452  -2.487
C  -1.455  -1.296  -2.314
C  3.076  2.172  -2.375
H  0.943  -4.598  -1.686
H  -5.088  0.294  0.188
C  -2.402  -1.391  -3.323
H  -4.593  -2.678  2.366
C  2.408  1.121  3.415
C  1.789  2.532  0.575
N  -0.582  -0.921  3.336
N  4.081  -0.562  -1.624
N  -2.457  -0.919  1.627
H  -1.067  -1.137  6.661
C  -2.786  1.410  -1.128
B  -1.600  -1.761  2.579
H  -1.096  0.839  -5.514
C  0.922  -3.564  -1.346
C  -1.190  0.229  -4.624
O  2.091  1.275  0.630
H  -3.027  -0.689  -5.250
H  -3.255  2.346  -0.825
O  -0.342  1.784  0.187
C  3.001  2.676  -5.101
H  0.629  0.974  -3.740
Cl  0.427  6.846  0.204
H  -0.293  -5.650  0.256
H  2.942  1.196  4.363
C  -2.275  -0.628  -4.474
H  5.107  -0.187  -3.270
C  -1.380  -1.416  5.656
C  0.958  5.199  0.343
H  1.053  0.296  5.851
H  -1.552  -1.869  -1.404
C  -1.819  -4.888  2.721
C  2.475  3.321  -2.852
Cl  3.451  6.191  0.731
H  4.006  0.784  -5.326
Cl  -1.650  4.511  -0.088
H  -1.373  -2.504  5.584
H  1.941  -3.195  -1.245
H  2.978  2.866  -6.167
H  -2.308  -2.312  3.368
N  4.271  0.099  -2.797
C  0.183  -3.511  -0.050
C  2.287  4.915  0.577
C  -0.370  -4.626  0.581
H  -1.808  -5.951  2.482
H  -1.765  1.640  -1.396
N  0.406  -0.237  2.693
H  -5.742  -1.343  2.238
H  3.119  1.979  -1.312
C  -1.036  -4.145  1.692
C  -4.709  -1.598  2.474
H  2.165  2.129  3.080
C  -2.879  0.434  -0.003
Cl  4.369  3.171  0.948
H  0.424  -2.971  -2.112
C  2.896  -0.637  -1.136
H  1.959  4.482  -4.589
H  -3.332  1.020  -1.989
C  2.431  3.581  -4.221
H  -3.252  -2.050  -3.193
H  -4.525  -1.351  3.520
C  2.699  3.574  0.697
H  -2.409  -1.084  5.513
N  0.661  -0.436  -1.480
Ru  0.430  -0.363  0.564
N  -0.887  -2.816  1.704
C  -4.107  -0.004  0.518
H  3.050  0.683  2.657
S  2.561  -1.317  0.444
C  -0.453  -0.789  4.668
C  3.589  1.505  -4.633
H  -2.855  -4.553  2.760
N  -1.879  -0.144  0.668
C  0.654  -0.008  4.898
H  2.050  4.020  -2.141
C  0.023  4.153  0.215
C  1.176  0.311  3.635
H  -1.395  -4.756  3.718

---

(3)
The following is a DFT calculation (ωB97M-V with the def2-TZVPD basis set) of 2 unconnected molecules or ions with the total composition CHClO2PS.

## Properties
spin multiplicity = 1
HOMO-LUMO gap = 5.888 eV
HOMO energy = -3.562 eV
net charge = -1

Cartesian coordinates (Å):
Cl  2.098  2.525  0.113
H  -1.072  -1.583  0.906
S  -3.135  -0.181  0.516
C  -1.239  -0.823  0.287
P  1.618  0.597  -1.190
O  -0.468  -0.374  -0.521
O  2.198  -0.161  -0.112

---

(4)
The following is a DFT calculation (ωB97M-V with the def2-TZVPD basis set) of 5 unconnected molecules or ions with the total composition C24H42FN5O15P.

## Properties
spin multiplicity = 1
HOMO-LUMO gap = 8.910 eV
HOMO energy = -11.550 eV
net charge = +1

Cartesian coordinates (Å):
H  -0.510  -5.341  -4.409
O  -0.016  -6.816  -0.359
O  -3.191  -2.554  0.721
H  -4.198  -0.052  3.536
H  3.012  -0.592  -1.812
O  -5.092  -1.936  -0.315
C  5.989  3.181  0.506
H  0.746  4.708  1.862
O  0.383  -5.287  -1.940
H  5.020  -3.068  -0.825
C  -6.767  -0.570  -1.443
C  1.130  1.686  -0.252
C  -4.849  0.312  -0.034
H  -6.166  -0.311  -2.317
H  -1.657  1.062  4.869
C  -0.846  -7.147  -1.482
H  7.059  1.368  0.952
H  6.780  3.303  -1.524
H  -7.503  0.218  -1.285
C  -5.903  -0.748  -0.218
H  8.092  2.703  0.420
C  0.336  4.188  -0.065
C  1.533  3.151  -0.114
O  5.062  4.386  -1.200
C  1.889  0.738  0.377
H  0.730  -7.038  -2.957
O  6.069  4.586  0.794
C  -4.309  1.016  5.394
H  -5.276  1.500  5.255
F  -1.879  -1.094  -3.440
H  -0.582  1.555  -1.492
O  -1.746  0.855  2.822
H  2.049  3.225  0.859
H  -1.743  -1.191  -0.973
H  -0.603  3.712  1.708
H  7.423  2.720  2.040
H  -7.289  -1.496  -1.681
H  -1.961  -0.597  4.307
C  -1.005  -6.081  -3.780
H  -0.482  3.516  -1.828
N  1.268  -0.468  0.010
P  3.676  -1.680  -0.041
H  -4.456  0.090  5.949
O  4.511  -1.051  0.987
C  -0.615  -1.214  -2.893
H  5.306  2.321  -1.370
C  5.356  5.230  -0.168
N  -0.082  4.497  1.315
H  -1.846  -6.749  -1.297
H  -1.944  -5.637  -3.445
H  -5.211  1.184  0.507
N  0.862  5.480  -0.591
N  0.109  1.072  -0.937
N  -0.809  3.856  -0.926
C  5.833  3.195  -0.991
H  1.891  -1.740  1.585
C  0.215  -0.258  -0.750
C  -3.973  -1.711  0.409
O  -3.858  -0.391  0.732
H  2.303  3.367  -0.874
H  5.091  2.793  1.001
C  1.864  -1.720  0.487
H  0.660  5.502  -1.591
O  -2.426  2.499  1.435
O  3.861  -0.903  -1.466
C  7.209  2.447  1.007
C  -0.128  -6.456  -2.610
H  -3.702  1.689  6.001
H  2.763  0.867  1.009
H  1.363  -2.639  0.102
O  4.236  -3.182  -0.258
H  -0.907  -8.224  -1.613
O  -3.674  1.909  3.215
C  -2.602  1.818  2.402
O  5.032  6.369  -0.122
C  -3.657  0.741  4.060
H  -0.047  -2.047  -3.330
H  1.884  5.466  -0.571
C  -2.182  0.453  4.129
H  -0.327  -2.307  -1.030
H  -4.393  0.635  -0.973
H  -0.066  -0.290  -3.149
O  1.189  -4.983  0.148
H  -6.532  -0.850  0.671
H  -1.414  3.165  -0.484
C  0.577  -5.637  -0.639
C  -0.700  -1.319  -1.330
H  -1.236  -6.957  -4.386

---

Number 1: M 200.194 g mol⁻¹, E -19655.107 eV. Number 2: M 899.467 g mol⁻¹, E -118977.547 eV. Number 3: M 143.511 g mol⁻¹, E -37795.565 eV. Number 4: M 690.592 g mol⁻¹, E -75736.280 eV.